Entry 1:
The following is a DFT calculation (ωB97M-V with the def2-TZVPD basis set) of a cluster of 8 separate species, C6H29NO8 in total.

The geometry in XYZ format:
```
44
Properties=species:S:1:pos:R:3:mulliken_charge:R:1
C 3.9864 0.1621 -0.6285 -1.22
C 2.7123 0.1268 0.2207 -0.83
N 1.4275 0.6310 -0.2463 0.46
C 1.4099 2.0647 -0.4402 -1.55
C 0.7701 -0.2692 -1.2448 -0.50
C 0.5437 0.4007 -2.6063 -0.85
C -0.8993 0.2451 -3.0932 -0.41
O -1.5010 -0.9790 -2.6865 -0.61
H 4.3332 1.2188 -0.5953 0.30
H 3.7233 -0.2018 -1.6145 0.25
H 4.7787 -0.4666 -0.2140 0.40
H 2.8295 0.7303 1.1612 0.53
H 2.6465 -0.8819 0.6536 0.42
H 1.6898 2.5255 0.5506 0.38
H 0.4977 2.5302 -0.7279 0.41
H 2.2760 2.3856 -1.0998 0.40
H -0.0540 -0.6340 -0.6327 0.32
H 1.4062 -1.1635 -1.3054 0.48
H 1.2219 0.0643 -3.4029 0.35
H 0.8149 1.4454 -2.5347 0.43
H -1.4496 1.1037 -2.6672 0.24
H -0.9416 0.2945 -4.1850 0.33
H -0.8041 -1.6068 -2.4677 0.35
O -1.7414 -1.2190 2.8101 -0.66
H -1.7474 -1.4474 3.7632 0.30
H -0.8858 -0.7422 2.8872 0.34
O 0.5084 0.5481 2.6309 -0.87
H 0.6704 0.3457 1.6913 0.37
H 0.1073 1.4596 2.5369 0.46
O -3.2987 -0.8392 -0.6639 -0.79
H -2.6409 -0.6048 -1.3580 0.48
H -3.8206 -1.4019 -1.2743 0.29
O -2.2244 -2.9033 0.6134 -0.73
H -2.2129 -2.4909 1.4890 0.37
H -2.5149 -2.2048 -0.0166 0.38
O -0.8740 2.7481 2.6549 -0.72
H -1.0554 3.0155 1.7507 0.31
H -1.7145 2.3675 3.0338 0.41
O 0.7329 -3.2057 0.1637 -0.64
H 0.7425 -3.0907 1.1215 0.30
H -0.1922 -3.4571 0.0187 0.33
O -2.9000 1.4997 1.8998 -0.66
H -2.5182 0.6166 2.0659 0.36
H -3.8380 1.2807 1.9883 0.29
```

Calculated values
Calculated total energy   -24561.85169 eV
E_HOMO   -8.45 eV
Structure (SMILES)   CCN(C)CCCO.O.O.O.O.O.O.O
LUMO level   0.01567 Eh
HOMO-LUMO gap   8.879 eV

Entry 2:
The following is a DFT calculation (ωB97M-V with the def2-TZVPD basis set) of a structure of composition C21H28GaN2P2.

The geometry in XYZ format:
```
54
Properties=species:S:1:pos:R:3:mulliken_charge:R:1
C 2.3676 -1.3115 -3.2669 -0.59
C 1.8304 -0.3167 -2.4627 0.02
C 0.5738 0.2766 -2.8910 0.22
C -0.3697 -0.6712 -3.5274 1.13
C 0.1597 -1.9154 -3.9883 -0.90
C 1.5292 -2.1588 -3.9975 -0.59
C -1.7751 -0.3223 -3.5752 -0.75
C -2.1643 0.8288 -2.7760 1.16
C -1.1068 1.6817 -2.2329 0.15
C -1.5182 2.5252 -1.1118 -0.05
C -2.8208 3.0128 -1.1189 -0.54
C -3.8307 2.3037 -1.7483 -0.57
C -3.5167 1.1542 -2.4542 -0.93
H 3.4277 -1.4786 -3.2289 0.46
H -0.5211 -2.7069 -4.2605 0.38
H 1.9688 -2.9155 -4.6269 0.45
H -2.4472 -1.2007 -3.4078 0.27
H -3.0304 3.9025 -0.5604 0.46
H -4.8312 2.7120 -1.7660 0.44
H -4.2871 0.4218 -2.6625 0.36
N 0.1847 1.5409 -2.6125 -0.57
Ga -0.5034 -0.9303 1.5279 -0.50
C 2.4570 0.1142 -1.1304 -1.15
H 2.3227 1.1931 -0.9606 0.44
H 3.5436 -0.1148 -1.1523 0.59
C -0.5337 2.8112 -0.0046 -1.19
H 0.4860 2.9430 -0.3687 0.55
H -0.8351 3.7316 0.5553 0.59
P 1.6624 -0.8392 0.3467 0.75
P -0.5379 1.4045 1.3103 1.02
C -2.0580 1.8039 2.2117 -1.57
H -2.1317 1.1572 3.0879 0.45
H -2.0266 2.8625 2.5145 0.43
H -2.9250 1.6505 1.5478 0.36
C 0.7095 2.0997 2.4381 -1.41
H 0.2838 2.9657 2.9587 0.50
H 1.0294 1.3696 3.1806 0.38
H 1.6048 2.4529 1.8855 0.31
C 2.2436 -2.5196 -0.0400 -1.39
H 3.3211 -2.5459 -0.2653 0.41
H 2.0487 -3.1918 0.8003 0.44
H 1.7178 -2.9118 -0.9188 0.35
C 2.8633 -0.4236 1.6558 -1.36
H 2.5354 -0.8338 2.6146 0.31
H 3.8553 -0.8366 1.4302 0.46
H 2.9809 0.6573 1.7807 0.34
H -1.1789 -1.6969 0.4264 0.09
H -2.0517 -1.8822 0.5126 -0.04
C -0.1164 -2.8544 5.5020 -1.03
C -0.0754 -2.2216 4.1954 1.04
N -0.1526 -1.7493 3.1485 -0.13
H 0.7452 -3.5693 5.5671 0.31
H -1.0801 -3.4072 5.6355 0.31
H -0.0266 -2.0511 6.2830 0.30
```

Calculated values
Calculated total energy   -96151.80112 eV
E_HOMO (spin up / spin down)   -8.37 / -8.09 eV
LUMO level (spin up / spin down)   -0.13556 / -0.13623 Eh
HOMO-LUMO gap (spin up / spin down)   4.685 / 4.388 eV
Charge   +1

Entry 3:
The following is a DFT calculation (ωB97M-V with the def2-TZVPD basis set) of a structure of composition C46H60AsBrHgN8O7S2Si3.

The geometry in XYZ format:
```
129
Properties=species:S:1:pos:R:3:mulliken_charge:R:1
Hg -0.0173 -0.9648 0.5931 2.68
C -0.4788 2.0383 3.3632 -1.28
O -0.7450 1.9904 1.9726 1.20
C -1.7479 2.7738 1.5136 -0.75
C -2.2760 3.8469 2.2159 -0.40
C -3.2488 4.6329 1.6048 -0.41
Br -3.9541 6.1192 2.5714 -0.27
C -3.6980 4.3851 0.3380 -1.21
C -3.1885 3.2831 -0.3690 1.16
C -2.2289 2.4603 0.2227 -0.17
O -1.6237 1.4215 -0.3968 2.09
C -3.6568 3.1384 -1.7553 0.68
N -3.9800 4.1776 -2.5025 -0.85
C -4.3137 3.6396 -3.7257 -0.06
C -4.7024 4.2643 -4.9116 -0.84
C -4.9516 3.4681 -6.0118 -0.41
C -4.8223 2.0718 -5.9526 -0.65
C -4.4349 1.4321 -4.7905 -0.78
C -4.1828 2.2390 -3.6882 0.83
N -3.7660 1.9491 -2.4168 0.55
H -0.0778 3.0167 3.6497 0.42
H 0.2592 1.2639 3.5506 0.00
H -1.3851 1.8048 3.9237 0.41
H -1.9488 4.0710 3.2169 0.59
H -4.4271 5.0164 -0.1444 0.57
H -2.2423 0.7884 -0.8164 -1.22
H -4.7970 5.3406 -4.9599 0.44
H -5.2473 3.9276 -6.9460 0.37
H -5.0231 1.4845 -6.8394 0.37
H -4.3186 0.3588 -4.7372 0.46
H -3.6823 1.0173 -2.0242 0.22
O 2.7102 -1.0399 1.3939 -0.14
N 2.9027 -1.7925 2.4462 0.11
C 4.1385 -2.3235 2.6435 -0.17
C 4.4659 -3.0506 3.7554 -0.83
C 3.4866 -3.2601 4.7234 -0.33
C 2.2269 -2.7608 4.4985 -0.81
C 1.8926 -2.0440 3.3369 0.30
S 0.2845 -1.5233 3.0904 -0.53
H 4.8272 -2.1117 1.8534 0.40
H 5.4688 -3.4372 3.8556 0.41
H 3.7061 -3.8145 5.6239 0.35
H 1.4289 -2.9146 5.2092 0.48
C -1.5144 -2.4997 -5.1521 -1.68
C -1.1361 -1.2879 -4.3764 0.46
C -1.0417 0.0468 -4.7179 -0.99
C -0.6292 0.7004 -3.5393 0.64
N -0.4731 -0.1776 -2.5532 0.29
N -0.7694 -1.3650 -3.0903 1.30
C -0.4053 2.1624 -3.3524 1.05
H -1.8029 -2.2219 -6.1636 0.45
H -2.3504 -3.0141 -4.6796 0.29
H -0.6807 -3.2002 -5.2071 0.27
H -1.2612 0.4948 -5.6698 0.45
H -0.8651 -2.1580 -2.4713 -0.46
H -0.6766 2.7062 -4.2578 0.66
H 0.6400 2.3775 -3.1131 -1.53
H -0.9971 2.5414 -2.5312 -1.52
O -2.5282 -0.3721 2.8686 -0.73
C -3.0017 -0.9561 1.8958 -0.27
N -2.2253 -1.2077 0.7389 -0.38
S -3.1291 -1.6579 -0.4945 0.69
O -2.5735 -2.7664 -1.2503 -0.81
O -3.3713 -0.4862 -1.3701 -1.28
C -4.5412 -2.0236 0.4242 -0.03
C -5.7310 -2.6247 0.0613 -0.60
C -6.7520 -2.6988 0.9913 -0.74
C -6.5657 -2.1412 2.2882 -0.38
C -5.3897 -1.5400 2.6468 -0.76
C -4.3271 -1.4728 1.7218 0.01
H -5.8623 -3.0278 -0.9345 0.44
H -7.6914 -3.1683 0.7319 0.36
H -7.3755 -2.2025 3.0061 0.37
H -5.2482 -1.1214 3.6343 0.45
C 6.3005 2.0319 -0.7246 -1.23
Si 4.7481 1.0132 -0.2829 0.40
C 4.6854 1.3027 1.5820 -0.99
C 5.1928 -0.7000 -0.9262 -0.70
As 2.6113 1.4846 -1.2149 0.59
Si 2.4121 3.7454 -0.5680 0.48
C 0.9477 4.5984 -1.3936 -0.62
C 3.9128 4.8596 -0.8865 -1.31
C 2.0355 3.8005 1.2830 -0.47
Si 3.2974 1.6169 -3.4922 0.43
C 5.1341 1.9393 -3.8310 -1.26
C 2.4293 2.9361 -4.5398 -1.30
C 2.9129 -0.0515 -4.2658 -0.54
H 7.0180 1.8462 0.0781 0.38
H 6.1312 3.1032 -0.7692 0.26
H 6.7624 1.7279 -1.6579 0.39
H 5.4416 0.7022 2.0909 0.49
H 3.7192 1.0583 2.0076 -0.04
H 4.9061 2.3520 1.7809 0.35
H 6.1293 -1.0590 -0.4933 0.52
H 5.3418 -0.6293 -2.0044 0.24
H 4.4045 -1.4246 -0.7527 -0.10
H 1.0758 4.7524 -2.4624 0.32
H 0.8211 5.5757 -0.9227 0.51
H 0.0274 4.0376 -1.2477 -0.31
H 4.3454 4.7010 -1.8735 0.29
H 4.6937 4.6932 -0.1467 0.31
H 3.6002 5.9028 -0.8174 0.41
H 0.9595 3.8763 1.4289 -0.15
H 2.5087 4.6665 1.7489 0.53
H 2.3665 2.9096 1.8066 -0.01
H 5.5137 2.8152 -3.3110 0.25
H 5.2469 2.1057 -4.9037 0.45
H 5.7569 1.0911 -3.5571 0.32
H 2.3127 3.8906 -4.0326 0.28
H 1.4434 2.6056 -4.8620 0.33
H 3.0380 3.1032 -5.4296 0.46
H 3.4477 -0.8571 -3.7671 -0.02
H 3.2046 -0.0540 -5.3175 0.54
H 1.8496 -0.2805 -4.2035 -0.05
N 1.9552 -7.1217 -2.7695 -0.51
C 2.3260 -5.7991 -3.1061 0.26
O 3.0652 -5.6288 -4.0894 -0.75
C 1.7965 -4.7531 -2.2880 0.40
C 0.8616 -4.9446 -1.2234 -1.13
C 0.4130 -3.8817 -0.4954 -1.06
N 0.8050 -2.6003 -0.7171 0.23
C 1.7143 -2.4031 -1.7125 0.08
C 2.2089 -3.4017 -2.4907 -0.30
H 2.5626 -7.7823 -3.2366 0.27
H 1.8630 -7.3034 -1.7815 0.18
H 0.4567 -5.9226 -0.9988 0.26
H -0.3096 -4.0218 0.3021 0.40
H 2.0243 -1.3758 -1.8575 -0.21
H 2.9269 -3.1857 -3.2684 0.43
```

Calculated values
Calculated total energy   -255292.78237 eV
E_HOMO (spin up / spin down)   -0.75 / 0.07 eV
LUMO level (spin up / spin down)   0.13539 / 0.13539 Eh
HOMO-LUMO gap (spin up / spin down)   4.434 / 3.618 eV
Charge   -2

Entry 4:
The following is a DFT calculation (ωB97M-V with the def2-TZVPD basis set) of a structure of composition C25H29MoO6S2.

The geometry in XYZ format:
```
63
Properties=species:S:1:pos:R:3:lowdin_spin:R:1
Mo -0.6772 0.4326 -0.5983 1.71
O 0.9299 -0.3580 -0.9522 0.01
S 2.5084 -0.7391 -0.8414 0.02
C 2.5647 -1.3391 0.8663 0.00
C 2.7546 -0.2329 1.9078 0.00
C 1.5782 0.7166 2.1859 0.01
C 0.5450 0.2747 3.2251 0.01
S -0.9489 -0.6192 2.6670 0.01
O -1.0699 -0.4258 1.1117 0.07
C -0.4506 -2.3247 2.8101 0.00
C -0.5744 -3.1880 1.7287 0.00
C -0.2547 -4.5263 1.9122 0.00
C 0.1537 -4.9836 3.1597 0.00
C 0.2425 -4.1079 4.2350 0.00
C -0.0660 -2.7670 4.0711 0.00
C 2.6492 -2.2011 -1.7984 0.00
C 1.5879 -3.0811 -1.9854 0.00
C 1.8218 -4.2188 -2.7347 0.00
C 3.0888 -4.4614 -3.2634 0.00
C 4.1304 -3.5637 -3.0650 0.00
C 3.9160 -2.4045 -2.3379 0.00
H 3.4322 -2.0050 0.8530 0.00
H 1.6662 -1.9505 0.9943 0.00
H 3.6164 0.3724 1.6203 0.00
H 3.0488 -0.7321 2.8334 0.00
H 1.0859 1.0052 1.2602 0.01
H 1.9878 1.6511 2.5689 0.00
H 0.1350 1.1394 3.7463 0.00
H 0.9774 -0.3945 3.9706 0.00
H -0.9385 -2.8415 0.7735 0.00
H -0.3464 -5.2170 1.0837 0.00
H 0.3843 -6.0318 3.3006 0.00
H 0.5387 -4.4705 5.2110 0.00
H -0.0223 -2.0990 4.9258 0.00
H 0.6080 -2.8850 -1.5764 0.00
H 1.0170 -4.9200 -2.9124 0.00
H 3.2592 -5.3566 -3.8471 0.00
H 5.1058 -3.7543 -3.4930 0.00
H 4.7147 -1.6802 -2.2058 0.00
C -5.2089 1.0868 -0.8715 0.00
C -3.8203 1.6613 -0.7891 0.01
O -2.8264 0.5374 -0.8357 0.03
H -5.9337 1.8993 -0.8119 0.00
H -5.4039 0.4014 -0.0459 0.00
H -5.3745 0.5746 -1.8234 0.00
H -3.6375 2.1709 0.1480 0.00
H -3.5981 2.3190 -1.6246 0.00
H -3.2498 -0.1821 -1.3256 0.00
O -1.2477 4.9581 0.7889 0.00
C -1.1578 5.1798 -0.5246 0.01
C -1.2036 6.5038 -0.9408 0.00
C -1.1190 6.8069 -2.2810 0.01
C -0.9736 5.8076 -3.2679 0.00
C -0.9138 4.5079 -2.8878 0.00
C -1.0039 4.1571 -1.5047 0.01
C -0.9020 2.8160 -1.1606 0.01
O -1.0342 2.3117 0.0643 0.03
O -0.6521 1.8396 -2.0103 0.03
H -1.2455 4.0155 0.9980 0.00
H -1.3154 7.2724 -0.1878 0.00
H -1.1668 7.8453 -2.5852 0.00
H -0.9102 6.0795 -4.3122 0.00
H -0.8007 3.7184 -3.6199 0.00
```

Calculated values
Calculated total energy   -62179.67763 eV
E_HOMO (spin up / spin down)   -16.56 / -16.57 eV
LUMO level (spin up / spin down)   -0.40273 / -0.39080 Eh
HOMO-LUMO gap (spin up / spin down)   5.606 / 5.933 eV
Spin multiplicity   3
Charge   +3

Entry 5:
The following is a DFT calculation (ωB97M-V with the def2-TZVPD basis set) of a structure of composition C24H20ClN2O2PdS.

The geometry in XYZ format:
```
51
Properties=species:S:1:pos:R:3:lowdin_spin:R:1
Pd -0.0785 -0.0902 1.3784 0.02
Cl 5.8494 3.6574 -0.3602 0.10
C 4.6797 2.5198 0.1172 0.23
C 5.0960 1.2334 0.4887 0.11
C 4.1236 0.3486 0.8673 0.14
C 2.7419 0.6994 0.8942 0.17
O 1.9213 -0.2141 1.2453 0.26
C 2.3206 2.0514 0.5137 0.14
C 0.9799 2.5181 0.5176 0.28
N -0.0975 1.8182 0.9110 0.20
C -1.3604 2.3920 0.9932 0.01
C -1.6941 3.7142 0.7944 0.08
C -3.0376 4.1334 0.9072 0.00
C -4.0457 3.2659 1.2187 0.07
C -3.7374 1.9020 1.4505 0.00
C -4.6905 0.9181 1.7990 0.01
C -4.3013 -0.3725 2.0262 -0.01
C -2.9424 -0.7048 1.9087 0.02
N -2.0417 0.1914 1.5740 -0.01
C -2.4034 1.4895 1.3389 0.01
C 3.3305 2.9169 0.1271 0.12
H 6.1428 0.9728 0.4713 0.00
H 4.3714 -0.6602 1.1695 0.00
H 0.8232 3.5310 0.1729 0.02
H -0.9386 4.4493 0.5608 0.01
H -3.2664 5.1783 0.7467 0.00
H -5.0689 3.6039 1.3050 0.00
H -5.7316 1.2015 1.8898 0.00
H -5.0119 -1.1382 2.3001 0.00
H -2.5741 -1.7052 2.1017 0.00
H 3.0870 3.9276 -0.1694 0.00
C 0.1572 -1.6930 -4.7337 0.00
C 0.3394 -1.9953 -3.2735 0.00
C -0.7604 -2.1914 -2.4374 0.00
C -0.5944 -2.4882 -1.0963 0.00
C 0.6918 -2.5843 -0.5845 0.00
C 1.8029 -2.3770 -1.3867 0.00
C 1.6184 -2.0923 -2.7299 0.00
S 0.9630 -2.9236 1.1281 0.00
C 0.3441 -4.5887 1.2170 0.00
O -0.1300 -2.1363 1.8936 0.00
H -0.8826 -1.4743 -4.9686 0.00
H 0.4673 -2.5451 -5.3405 0.00
H 0.7648 -0.8401 -5.0356 0.00
H -1.7598 -2.1086 -2.8455 0.00
H -1.4542 -2.6283 -0.4517 0.00
H 2.7997 -2.4269 -0.9663 0.00
H 2.4815 -1.9313 -3.3637 0.00
H -0.6854 -4.6084 0.8656 0.00
H 0.4079 -4.9049 2.2563 0.00
H 0.9833 -5.2112 0.5935 0.00
```

Calculated values
Calculated total energy   -59118.69071 eV
E_HOMO (spin up / spin down)   -8.43 / -10.88 eV
LUMO level (spin up / spin down)   -0.10513 / -0.19841 Eh
HOMO-LUMO gap (spin up / spin down)   5.572 / 5.477 eV
Spin multiplicity   3
Charge   +1

- Among the records above, which one has the highest calculated total energy?
  C6H29NO8